# 1
Entry from the OMol25 dataset: 2 unconnected molecules or ions with the total composition C2HBrN2O (ωB97M-V with the def2-TZVPD basis set).

Calculated values
Energy above the lowest of the compared OMol25 structures with the same formula, charge and spin = 47.39 kcal/mol
Spin multiplicity = 3
Energy = -77151.6488 eV
Expectation value of S² = 2.016

Each line ends with the Mulliken charge.
CARTESIAN COORDINATES (ANGSTROEM)
1 C 0.057 -0.093 -1.066  0.063
2 C -2.763 0.890 -0.166  -0.148
3 N -0.186 -1.078 -1.507  -0.288
4 N -2.431 1.981 0.011  0.615
5 O -2.110 3.089 -0.098  -0.465
6 Br -3.523 -0.730 0.079  -0.002
7 H 0.280 0.924 -0.648  0.225

# 2
Entry from the OMol25 dataset: 2 unconnected molecules or ions with the total composition C2HBrN2O2 (ωB97M-V with the def2-TZVPD basis set).

Calculated values
Energy above the lowest of the compared OMol25 structures with the same formula, charge and spin = 104.52 kcal/mol
Energy = -79202.0878 eV

Each line ends with the Mulliken charge.
CARTESIAN COORDINATES (ANGSTROEM)
1 C -0.811 -1.351 -0.624  0.473
2 C 0.006 -0.215 -0.649  -0.588
3 N -1.438 -2.335 -0.673  -0.350
4 N -2.013 1.535 -0.873  0.771
5 O -2.825 1.474 -0.048  -0.408
6 O -1.666 2.251 -1.758  -0.383
7 Br 0.847 0.291 -2.191  0.027
8 H 0.037 0.389 0.216  0.458

# 3
Entry from the OMol25 dataset: C2HBrO in the gas phase (ωB97M-V with the def2-TZVPD basis set).

Calculated values
Energy above the lowest of the compared OMol25 structures with the same formula, charge and spin = 81.08 kcal/mol
SMILES = BrC1=CO1
Energy = -74175.1908 eV

Each line ends with the Mulliken charge.
CARTESIAN COORDINATES (ANGSTROEM)
1 Br -3.662 -0.137 -0.003  -0.058
2 C -1.876 0.444 0.005  0.281
3 C -0.635 0.023 0.028  -0.200
4 O -1.327 1.594 0.018  -0.423
5 H 0.347 0.161 -0.049  0.400

# 4
Entry from the OMol25 dataset: a gas-phase ion, C2HCl2FNO2 (charge -1) (ωB97M-V with the def2-TZVPD basis set).

Calculated values
Energy above the lowest of the compared OMol25 structures with the same formula, charge and spin = 0.00 kcal/mol
Charge = -1
SMILES = O=C([O-])NC(F)(Cl)Cl
Energy = -35439.3581 eV

Each line ends with the Mulliken charge.
CARTESIAN COORDINATES (ANGSTROEM)
1 O 0.863 0.560 1.891  -0.738
2 C 0.847 1.273 0.887  0.567
3 O 1.109 2.421 0.653  -0.646
4 N 0.277 0.406 -0.230  -0.331
5 C -0.499 0.860 -1.488  0.512
6 F 0.246 1.729 -2.336  -0.234
7 Cl -1.877 1.821 -1.055  -0.182
8 Cl -0.991 -0.505 -2.432  -0.174
9 H -0.026 -0.403 0.286  0.226

# 5
Entry from the OMol25 dataset: 2 unconnected molecules or ions with the total composition C2HCl2N2O (ωB97M-V with the def2-TZVPD basis set).

Calculated values
Energy above the lowest of the compared OMol25 structures with the same formula, charge and spin = 111.53 kcal/mol
Charge = +1
Energy = -32148.9395 eV

Each line ends with the Mulliken charge.
CARTESIAN COORDINATES (ANGSTROEM)
1 C -2.220 -0.626 0.381  0.636
2 C 1.938 -0.020 -0.180  0.106
3 N -1.231 1.462 -0.236  -0.599
4 N -1.691 0.377 -0.099  0.504
5 O -2.766 -1.581 0.732  -0.231
6 Cl 2.745 0.457 1.160  0.094
7 Cl 1.017 0.977 -1.164  0.126
8 H 2.208 -1.047 -0.594  0.364

# 6
Entry from the OMol25 dataset: a molecular structure, C2HCl2NO2 (ωB97M-V with the def2-TZVPD basis set).

Calculated values
Energy above the lowest of the compared OMol25 structures with the same formula, charge and spin = 59.24 kcal/mol
Energy = -32714.0927 eV

Each line ends with the Mulliken charge.
CARTESIAN COORDINATES (ANGSTROEM)
1 C -1.368 -1.437 -0.180  0.052
2 C -0.256 0.191 -0.060  0.529
3 N -2.092 -2.295 -0.315  -0.291
4 O 2.075 0.778 -0.357  -0.281
5 O 0.837 -0.059 -0.730  -0.147
6 Cl -0.102 0.328 1.683  -0.134
7 Cl -1.195 1.580 -0.662  -0.090
8 H 2.101 0.914 0.621  0.363

# 7
Entry from the OMol25 dataset: 2 unconnected molecules or ions with the total composition C2HCl2NS (ωB97M-V with the def2-TZVPD basis set).

Calculated values
Energy above the lowest of the compared OMol25 structures with the same formula, charge and spin = 56.71 kcal/mol
Energy = -39456.9932 eV

Each line ends with the Mulliken charge.
CARTESIAN COORDINATES (ANGSTROEM)
1 C -0.285 -1.258 -0.486  0.219
2 C -0.354 -0.118 0.333  0.215
3 N -0.109 -2.224 -1.115  -0.288
4 S -0.826 1.344 -0.493  0.014
5 Cl -0.389 -0.105 2.012  -0.050
6 Cl 2.225 0.259 -0.578  -0.269
7 H -0.263 2.101 0.328  0.160

# 8
Entry from the OMol25 dataset: 2 unconnected molecules or ions with the total composition C2HCl3FN (ωB97M-V with the def2-TZVPD basis set).

Calculated values
Energy above the lowest of the compared OMol25 structures with the same formula, charge and spin = 176.39 kcal/mol
Energy = -43856.5395 eV

Each line ends with the Mulliken charge.
CARTESIAN COORDINATES (ANGSTROEM)
1 C 0.520 1.043 1.337  -0.117
2 C 0.222 0.834 -0.076  0.075
3 N 0.421 -1.459 2.497  0.014
4 F 0.897 -1.143 3.677  -0.056
5 Cl 1.224 2.508 1.780  -0.097
6 Cl -1.370 1.268 0.713  -0.021
7 Cl 0.707 1.926 -1.359  -0.125
8 H 0.161 -0.194 -0.419  0.327

# 9
Entry from the OMol25 dataset: a gas-phase ion, C2HCl3N3OS (charge +1) (ωB97M-V with the def2-TZVPD basis set).

Calculated values
Energy above the lowest of the compared OMol25 structures with the same formula, charge and spin = 0.00 kcal/mol
Charge = +1
Energy = -57000.1945 eV

Each line ends with the Mulliken charge.
CARTESIAN COORDINATES (ANGSTROEM)
1 C -1.223 0.807 0.078  0.551
2 C 0.101 -1.255 0.020  0.726
3 N -0.148 1.525 0.118  -0.177
4 N 1.219 -0.624 -0.014  -0.383
5 N -1.073 -0.543 0.158  -0.165
6 O 2.117 2.443 0.293  -0.280
7 S 1.153 2.004 -0.643  0.724
8 Cl -2.793 1.427 0.059  -0.018
9 Cl -0.180 -2.888 0.026  -0.123
10 Cl 2.633 -1.650 -0.189  -0.038
11 H -1.806 -1.245 0.095  0.182

# 10
Entry from the OMol25 dataset: C2HClF2O2 in the gas phase (ωB97M-V with the def2-TZVPD basis set).

Calculated values
Energy above the lowest of the compared OMol25 structures with the same formula, charge and spin = 96.94 kcal/mol
SMILES = O=C(OF)[C@@H](F)Cl
Energy = -24138.4511 eV

Each line ends with the Mulliken charge.
CARTESIAN COORDINATES (ANGSTROEM)
1 O -1.737 -2.232 0.187  -0.354
2 C -1.380 -1.149 0.309  0.408
3 O -2.038 0.062 0.076  -0.115
4 F -3.393 -0.045 -0.307  -0.132
5 C 0.011 -0.583 0.804  0.279
6 F 0.234 -0.799 2.128  -0.206
7 Cl 1.183 -1.508 -0.166  -0.136
8 H -0.121 0.483 0.566  0.257

# 11
Entry from the OMol25 dataset: C2HClF2O2 in the gas phase (ωB97M-V with the def2-TZVPD basis set).

Calculated values
Energy above the lowest of the compared OMol25 structures with the same formula, charge and spin = 121.07 kcal/mol
SMILES = OOC(Cl)=C(F)F
Energy = -24137.4048 eV

Each line ends with the Mulliken charge.
CARTESIAN COORDINATES (ANGSTROEM)
1 O 0.489 0.786 1.164  -0.313
2 O -0.642 0.013 1.045  -0.243
3 C -1.901 0.956 0.520  0.386
4 Cl -2.336 2.127 1.560  -0.125
5 C -2.300 0.553 -0.673  0.364
6 F -3.346 1.141 -1.243  -0.199
7 F -1.850 -0.420 -1.441  -0.190
8 H 0.944 0.514 0.425  0.320

# 12
Entry from the OMol25 dataset: 2 unconnected molecules or ions with the total composition C2HClFN3 (ωB97M-V with the def2-TZVPD basis set).

Calculated values
Energy above the lowest of the compared OMol25 structures with the same formula, charge and spin = 50.54 kcal/mol
SMILES = FC1N=N1.N#CCl
Energy = -21796.5506 eV

Each line ends with the Mulliken charge.
CARTESIAN COORDINATES (ANGSTROEM)
1 F 2.829 -0.328 0.111  -0.265
2 C 1.492 -0.003 0.171  0.385
3 N 0.674 -1.016 0.767  -0.286
4 N 0.655 -0.839 -0.477  -0.214
5 H 1.398 0.994 0.425  0.365
6 N -1.380 0.268 -1.177  -0.320
7 C -2.208 0.320 -0.398  0.411
8 Cl -3.460 0.603 0.579  -0.075

Number 1: strongest force on any atom 7.58 eV/Å. Number 2: strongest force on any atom 2.74 eV/Å. Number 3: strongest force on any atom 4.56 eV/Å. Number 4: strongest force on any atom 4.41 eV/Å. Number 5: strongest force on any atom 2.21 eV/Å. Number 6: strongest force on any atom 6.77 eV/Å. Number 7: strongest force on any atom 3.29 eV/Å. Number 8: strongest force on any atom 1.38 eV/Å. Number 9: strongest force on any atom 2.87 eV/Å. Number 10: strongest force on any atom 3.44 eV/Å. Number 11: strongest force on any atom 6.08 eV/Å. Number 12: strongest force on any atom 3.31 eV/Å.